# 1
Formula: C19H36ClN6
Source: OMol25
Level of theory: ωB97M-V with the def2-TZVPD basis set

**Frontier orbital gap**: 3.70 eV
**E_tot**: -41747.97183 eV
**E_LUMO**: 2.03 eV
**Net charge**: -1

Atoms and positions in Å:
1 C -3.1029 -0.0576 5.0050
2 C -4.4525 -0.7311 5.2006
3 C -4.3862 -2.2837 4.9541
4 Cl -5.5058 -3.0599 6.2598
5 N -3.1231 -2.8410 4.8170
6 N -2.6008 -3.4106 6.0388
7 H -2.2859 -0.5867 5.4845
8 H -3.1287 0.9567 5.4197
9 H -2.9361 0.0626 3.9368
10 H -5.1393 -0.3106 4.4622
11 H -4.8883 -0.4778 6.1691
12 H -4.9124 -2.4698 4.0102
13 H -1.7067 -3.8047 5.7711
14 H -2.3451 -2.6804 6.7268
15 C 1.2366 2.0016 0.9700
16 C 0.8803 1.3193 2.2851
17 C -0.4933 0.6407 2.2376
18 C -1.5408 1.6302 1.9764
19 N -2.3411 2.4216 1.7493
20 H 0.5365 2.8055 0.7381
21 H 2.2316 2.4419 1.0205
22 H 1.2335 1.2840 0.1479
23 H 0.9017 2.0445 3.1007
24 H 1.6324 0.5603 2.5132
25 H -0.7194 0.1383 3.1791
26 H -0.5193 -0.1085 1.4459
27 C 6.1765 4.3182 -2.1452
28 C 5.8358 3.6602 -0.8131
29 C 4.4429 3.0218 -0.8012
30 C 3.4000 4.0211 -1.0427
31 N 2.6037 4.8212 -1.2518
32 H 5.4908 5.1360 -2.3699
33 H 7.1853 4.7314 -2.1223
34 H 6.1260 3.5968 -2.9629
35 H 5.9020 4.4017 -0.0147
36 H 6.5722 2.8857 -0.5917
37 H 4.2455 2.5478 0.1591
38 H 4.3620 2.2521 -1.5699
39 C 1.0742 -3.4938 -2.7109
40 C 0.9895 -3.5193 -1.1892
41 C 0.5482 -2.1696 -0.6128
42 C 1.4933 -1.1059 -0.9619
43 N 2.2400 -0.2744 -1.2278
44 H 1.8198 -2.7804 -3.0610
45 H 1.3522 -4.4740 -3.0990
46 H 0.1160 -3.2188 -3.1493
47 H 1.9570 -3.7994 -0.7681
48 H 0.2736 -4.2787 -0.8720
49 H 0.4740 -2.2197 0.4742
50 H -0.4334 -1.8954 -1.0028
51 C -3.3934 -1.4101 -4.9694
52 C -2.6411 -0.1120 -4.7008
53 C -1.4535 0.0969 -5.6477
54 C -0.4717 -0.9802 -5.5115
55 N 0.3078 -1.8136 -5.3853
56 H -2.7540 -2.2800 -4.8134
57 H -4.2448 -1.5040 -4.2962
58 H -3.7684 -1.4427 -5.9943
59 H -2.2860 -0.1036 -3.6691
60 H -3.3226 0.7330 -4.8092
61 H -0.9537 1.0410 -5.4304
62 H -1.7901 0.1256 -6.6852

These are the natural (NBO) partial charges, in e, on atoms 1 to 2: -0.600 -0.451

---

# 2
Formula: C19H36NO2
Source: OMol25
Level of theory: ωB97M-V with the def2-TZVPD basis set

**Frontier orbital gap**: 10.23 eV
**E_tot**: -25866.95285 eV
**E_LUMO**: -2.45 eV
**SMILES**: C[N+]1(CC(=O)OC2CCCCCCCCCCC2)CCCC1
**ΔE to the lowest compared entry with this formula, charge and spin**: 1.9 kcal per mole
**Net charge**: +1

Atoms and positions in Å:
1 C 0.7358 -1.4064 4.6168
2 N 0.3038 -0.6289 3.4401
3 C 0.4029 -1.5040 2.2537
4 C 0.0331 -0.8623 0.8952
5 O -0.4345 0.2425 0.7857
6 O 0.3163 -1.7037 -0.0531
7 C 0.0646 -1.3245 -1.4429
8 C -1.1941 -2.0565 -1.9171
9 C -1.7741 -1.4946 -3.2224
10 C -2.8165 -0.3837 -3.0454
11 C -2.3456 0.8842 -2.3287
12 C -1.2037 1.6028 -3.0483
13 C -0.5763 2.7126 -2.1936
14 C 0.9362 2.8698 -2.3907
15 C 1.7559 1.7449 -1.7336
16 C 2.2347 0.6583 -2.7084
17 C 2.4838 -0.7104 -2.0535
18 C 1.3225 -1.6974 -2.2220
19 C -1.0688 -0.0946 3.6614
20 C -0.8898 1.0977 4.6028
21 C 0.5637 1.5593 4.3850
22 C 1.1194 0.6111 3.3218
23 H 0.1043 -2.2849 4.7378
24 H 0.6651 -0.7988 5.5142
25 H 1.7674 -1.7318 4.4942
26 H -0.2562 -2.3659 2.3892
27 H 1.4264 -1.8766 2.1645
28 H -0.1025 -0.2493 -1.4648
29 H -0.9456 -3.1116 -2.0459
30 H -1.9543 -1.9884 -1.1348
31 H -0.9675 -1.1472 -3.8672
32 H -2.2676 -2.3128 -3.7496
33 H -3.6673 -0.7928 -2.4949
34 H -3.1757 -0.1087 -4.0392
35 H -3.1966 1.5636 -2.2451
36 H -2.0419 0.6367 -1.3092
37 H -0.4380 0.8762 -3.3067
38 H -1.5737 2.0205 -3.9858
39 H -0.7630 2.5051 -1.1365
40 H -1.0627 3.6625 -2.4206
41 H 1.1668 2.9254 -3.4552
42 H 1.2316 3.8226 -1.9474
43 H 1.1548 1.3052 -0.9364
44 H 2.6373 2.1756 -1.2529
45 H 3.1596 1.0059 -3.1708
46 H 1.5165 0.5321 -3.5182
47 H 3.3615 -1.1688 -2.5114
48 H 2.7086 -0.5786 -0.9921
49 H 1.0675 -1.7680 -3.2791
50 H 1.6361 -2.6907 -1.8930
51 H -1.7196 -0.8698 4.0632
52 H -1.4547 0.2431 2.6995
53 H -1.6008 1.8820 4.3550
54 H -1.0643 0.8183 5.6407
55 H 0.6105 2.5872 4.0341
56 H 1.1386 1.5056 5.3083
57 H 2.1774 0.3871 3.4499
58 H 0.9540 1.0293 2.3291

These are the natural (NBO) partial charges, in e, on atoms 1 to 2: -0.414 -0.207

---

Q: Number 2 is which compound?
A: C19H36NO2

---

Q: Which value of E_LUMO does entry 1 give?
A: 2.03 eV

---

Copy entry 1 word for word.
Formula: C19H36ClN6
Source: OMol25
Level of theory: ωB97M-V with the def2-TZVPD basis set

**Frontier orbital gap**: 3.70 eV
**E_tot**: -41747.97183 eV
**E_LUMO**: 2.03 eV
**Net charge**: -1

Atoms and positions in Å:
1 C -3.1029 -0.0576 5.0050
2 C -4.4525 -0.7311 5.2006
3 C -4.3862 -2.2837 4.9541
4 Cl -5.5058 -3.0599 6.2598
5 N -3.1231 -2.8410 4.8170
6 N -2.6008 -3.4106 6.0388
7 H -2.2859 -0.5867 5.4845
8 H -3.1287 0.9567 5.4197
9 H -2.9361 0.0626 3.9368
10 H -5.1393 -0.3106 4.4622
11 H -4.8883 -0.4778 6.1691
12 H -4.9124 -2.4698 4.0102
13 H -1.7067 -3.8047 5.7711
14 H -2.3451 -2.6804 6.7268
15 C 1.2366 2.0016 0.9700
16 C 0.8803 1.3193 2.2851
17 C -0.4933 0.6407 2.2376
18 C -1.5408 1.6302 1.9764
19 N -2.3411 2.4216 1.7493
20 H 0.5365 2.8055 0.7381
21 H 2.2316 2.4419 1.0205
22 H 1.2335 1.2840 0.1479
23 H 0.9017 2.0445 3.1007
24 H 1.6324 0.5603 2.5132
25 H -0.7194 0.1383 3.1791
26 H -0.5193 -0.1085 1.4459
27 C 6.1765 4.3182 -2.1452
28 C 5.8358 3.6602 -0.8131
29 C 4.4429 3.0218 -0.8012
30 C 3.4000 4.0211 -1.0427
31 N 2.6037 4.8212 -1.2518
32 H 5.4908 5.1360 -2.3699
33 H 7.1853 4.7314 -2.1223
34 H 6.1260 3.5968 -2.9629
35 H 5.9020 4.4017 -0.0147
36 H 6.5722 2.8857 -0.5917
37 H 4.2455 2.5478 0.1591
38 H 4.3620 2.2521 -1.5699
39 C 1.0742 -3.4938 -2.7109
40 C 0.9895 -3.5193 -1.1892
41 C 0.5482 -2.1696 -0.6128
42 C 1.4933 -1.1059 -0.9619
43 N 2.2400 -0.2744 -1.2278
44 H 1.8198 -2.7804 -3.0610
45 H 1.3522 -4.4740 -3.0990
46 H 0.1160 -3.2188 -3.1493
47 H 1.9570 -3.7994 -0.7681
48 H 0.2736 -4.2787 -0.8720
49 H 0.4740 -2.2197 0.4742
50 H -0.4334 -1.8954 -1.0028
51 C -3.3934 -1.4101 -4.9694
52 C -2.6411 -0.1120 -4.7008
53 C -1.4535 0.0969 -5.6477
54 C -0.4717 -0.9802 -5.5115
55 N 0.3078 -1.8136 -5.3853
56 H -2.7540 -2.2800 -4.8134
57 H -4.2448 -1.5040 -4.2962
58 H -3.7684 -1.4427 -5.9943
59 H -2.2860 -0.1036 -3.6691
60 H -3.3226 0.7330 -4.8092
61 H -0.9537 1.0410 -5.4304
62 H -1.7901 0.1256 -6.6852

These are the natural (NBO) partial charges, in e, on atoms 1 to 2: -0.600 -0.451